Formula: C99H222N10O17
Source: OMol25
Level of theory: ωB97M-V/def2-TZVPD

```
348
Properties=species:S:1:pos:R:3:mulliken_charge:R:1
C 1.80 -3.40 4.05 -1.47
C 2.06 -3.93 2.61 2.29
C 3.30 -3.31 1.85 -0.87
O 2.06 -5.39 2.78 -0.67
H 1.87 -2.33 4.25 0.16
H 2.52 -3.82 4.75 0.46
H 0.84 -3.69 4.47 0.24
H 1.16 -3.43 2.26 -0.80
H 3.58 -3.94 1.00 0.12
H 4.28 -3.28 2.31 0.36
H 3.08 -2.26 1.65 0.08
H 2.11 -5.79 1.91 0.18
C -6.50 -1.31 1.95 -1.31
C -6.64 -2.70 1.44 2.03
C -7.86 -3.36 2.02 -1.69
O -6.60 -2.66 0.08 -0.69
H -5.86 -0.80 1.23 0.13
H -6.09 -1.47 2.94 0.41
H -7.37 -0.65 2.00 0.34
H -5.76 -3.28 1.73 -0.58
H -8.67 -2.68 1.73 0.52
H -7.80 -3.43 3.10 0.33
H -8.15 -4.27 1.48 0.34
H -5.71 -2.80 -0.23 0.31
C 2.17 -9.60 0.89 -1.77
C 1.05 -8.71 1.33 0.97
C 0.79 -7.57 0.36 -0.74
O -0.12 -9.47 1.46 -0.62
H 2.37 -10.43 1.57 0.42
H 3.17 -9.16 0.84 0.35
H 1.84 -10.16 0.01 0.38
H 1.38 -8.40 2.32 0.09
H 1.65 -7.02 0.00 0.03
H 0.26 -6.81 0.93 -0.01
H 0.21 -7.91 -0.51 0.80
H -0.88 -8.97 1.12 0.20
C -2.85 1.42 8.27 -1.35
C -3.62 1.39 6.89 0.88
C -3.01 0.33 5.90 -1.06
O -4.90 1.10 7.20 -0.59
H -3.40 2.00 9.01 0.37
H -1.86 1.84 8.10 0.23
H -2.76 0.35 8.47 0.40
H -3.54 2.42 6.53 -0.10
H -3.56 0.45 4.97 0.25
H -3.13 -0.71 6.20 0.61
H -1.95 0.51 5.74 0.10
H -5.44 0.80 6.46 0.33
C 2.86 3.21 -6.26 -1.27
C 2.51 3.75 -7.64 0.57
C 2.35 2.67 -8.71 -0.83
O 1.46 4.72 -7.57 -0.50
H 3.66 2.51 -6.48 0.36
H 2.13 2.78 -5.58 0.23
H 3.32 4.04 -5.72 0.44
H 3.44 4.30 -7.80 0.07
H 1.70 2.96 -9.54 0.33
H 1.99 1.79 -8.19 -0.06
H 3.21 2.16 -9.14 0.42
H 1.08 4.94 -8.42 0.30
C 3.66 0.50 -3.64 -0.45
O 4.58 -0.26 -4.41 -0.17
C 3.93 -1.31 -5.13 0.12
C 4.03 -2.61 -4.43 -0.97
N 3.37 -2.71 -3.12 0.46
C 3.56 -4.10 -2.54 -0.13
C 2.69 -5.28 -3.19 0.48
O 3.39 -6.51 -3.33 -0.53
C 3.33 -7.42 -2.29 -0.63
H 2.84 0.73 -4.32 0.12
H 4.09 1.46 -3.36 0.60
H 3.30 -0.03 -2.76 0.03
H 4.42 -1.53 -6.08 0.59
H 2.87 -1.12 -5.32 -0.40
H 5.08 -2.42 -4.22 0.28
H 3.68 -3.33 -5.18 0.41
H 3.87 -2.00 -2.61 -0.28
H 3.35 -4.02 -1.47 -0.14
H 4.59 -4.43 -2.59 0.40
H 2.34 -5.05 -4.19 0.16
H 1.73 -5.46 -2.69 -0.28
H 3.76 -8.41 -2.42 0.35
H 2.28 -7.71 -2.17 0.21
H 3.71 -7.02 -1.35 0.24
C -3.38 -10.22 0.11 -0.96
O -3.13 -8.98 -0.47 -0.27
C -4.22 -8.09 -0.41 0.34
C -3.86 -6.62 -0.63 -0.34
N -2.53 -6.35 0.03 0.21
C -1.87 -5.00 -0.39 -1.01
C -1.84 -4.70 -1.91 -0.35
O -0.99 -5.70 -2.41 -0.02
C -0.70 -5.51 -3.79 -0.88
H -4.12 -10.83 -0.40 0.38
H -3.65 -10.27 1.16 0.33
H -2.45 -10.78 0.04 0.30
H -4.63 -8.07 0.60 -0.60
H -5.07 -8.39 -1.02 0.44
H -4.72 -6.06 -0.24 0.19
H -3.98 -6.30 -1.66 0.38
H -1.86 -7.02 -0.31 -0.09
H -0.89 -4.89 0.08 0.02
H -2.30 -4.27 0.30 0.52
H -1.51 -3.67 -2.01 0.37
H -2.87 -4.70 -2.26 0.21
H -1.61 -5.16 -4.30 0.20
H -0.48 -6.33 -4.47 0.47
H -0.01 -4.68 -3.90 0.06
C 7.02 4.05 -0.69 -1.60
C 7.78 2.64 -0.74 1.46
C 6.75 1.67 -0.12 0.16
C 7.09 0.17 -0.45 -1.13
C 7.33 -0.09 -1.98 0.11
C 8.20 0.98 -2.68 1.35
N 7.92 2.39 -2.14 0.76
O 8.38 3.44 -2.89 -0.55
C 9.61 0.46 -2.55 -1.83
C 7.91 0.94 -4.22 -1.79
C 9.06 2.72 0.14 -1.72
H 6.58 4.14 0.30 0.29
H 6.11 3.99 -1.30 0.44
H 7.61 4.97 -0.78 0.35
H 6.79 1.67 0.96 -0.46
H 5.70 1.87 -0.34 0.16
H 6.18 -0.34 -0.15 0.44
H 7.95 -0.22 0.09 0.40
H 6.35 -0.21 -2.44 -0.91
H 7.76 -1.06 -2.20 0.54
H 9.60 -0.33 -3.30 0.51
H 10.25 1.29 -2.83 0.37
H 9.82 0.24 -1.50 0.35
H 6.96 1.47 -4.33 0.36
H 8.62 1.45 -4.87 0.33
H 7.79 -0.05 -4.66 0.40
H 9.64 1.81 -0.01 0.34
H 8.87 2.91 1.19 0.26
H 9.71 3.53 -0.20 0.40
H 7.70 3.80 -3.46 0.30
C -3.57 2.55 -1.99 -2.67
C -4.86 3.04 -2.78 1.95
C -5.19 4.45 -2.34 -0.29
C -5.92 5.37 -3.33 -1.06
C -5.45 5.16 -4.78 -1.43
C -5.40 3.67 -5.21 1.93
N -4.44 3.04 -4.20 0.11
O -4.13 1.70 -4.62 0.03
C -6.79 3.12 -5.31 -1.91
C -4.60 3.78 -6.57 -2.02
C -6.08 2.18 -2.58 -1.76
H -3.77 2.62 -0.92 0.58
H -2.64 2.87 -2.46 0.23
H -3.51 1.48 -2.16 0.73
H -5.56 4.49 -1.32 0.59
H -4.17 4.84 -2.34 -0.35
H -5.81 6.42 -3.07 0.53
H -6.96 5.06 -3.23 0.35
H -4.52 5.71 -4.91 0.48
H -6.08 5.78 -5.42 0.42
H -6.68 2.07 -5.03 0.39
H -7.54 3.66 -4.74 0.22
H -7.08 3.14 -6.36 0.52
H -4.66 2.86 -7.14 0.35
H -4.94 4.61 -7.20 0.49
H -3.61 4.10 -6.27 0.44
H -5.94 1.17 -2.96 0.28
H -7.06 2.56 -2.87 0.35
H -6.22 1.96 -1.53 0.48
H -3.24 1.88 -4.92 0.18
C -1.89 3.60 4.15 -1.67
C -1.02 4.88 4.40 2.12
C -1.63 5.96 3.46 -0.75
C -1.29 7.38 3.89 -0.83
C -1.86 7.57 5.33 -1.62
C -1.23 6.64 6.41 1.58
N -1.22 5.23 5.82 0.55
O -0.78 4.28 6.73 -0.26
C 0.11 7.28 6.90 -1.88
C -2.39 6.63 7.49 -1.64
C 0.40 4.71 3.89 -0.34
H -1.38 2.72 4.54 0.12
H -2.20 3.50 3.11 0.08
H -2.86 3.67 4.63 0.63
H -1.56 5.79 2.39 -0.99
H -2.70 5.86 3.60 0.83
H -1.72 7.99 3.09 0.64
H -0.26 7.71 3.77 0.18
H -2.89 7.23 5.25 0.39
H -1.95 8.61 5.66 0.55
H 0.75 7.40 6.03 0.32
H -0.12 8.24 7.35 0.43
H 0.47 6.70 7.75 0.49
H -2.31 5.64 7.94 0.32
H -2.27 7.08 8.47 0.40
H -3.43 6.74 7.17 0.32
H 1.00 5.61 3.77 0.21
H 0.53 4.06 3.02 -0.34
H 0.89 4.06 4.61 -0.06
H 0.17 4.33 6.62 0.24
C 3.48 0.61 6.23 -2.25
C 4.46 1.79 6.28 2.10
C 5.85 1.16 6.06 -1.35
C 7.00 2.13 5.69 -1.03
C 6.68 3.04 4.50 -0.48
C 5.30 3.68 4.64 1.52
N 4.27 2.71 5.10 -0.21
O 3.02 3.30 5.03 0.31
C 5.45 4.88 5.61 -1.71
C 5.03 4.22 3.21 -1.70
C 4.41 2.43 7.68 -1.96
H 3.66 0.11 5.27 0.44
H 2.43 0.90 6.25 0.32
H 3.75 -0.10 7.01 0.56
H 6.30 0.78 6.98 0.41
H 5.90 0.20 5.56 0.52
H 7.88 1.59 5.34 0.46
H 7.21 2.65 6.63 0.30
H 6.81 2.51 3.56 -0.25
H 7.53 3.72 4.43 0.45
H 6.43 5.37 5.57 0.35
H 4.62 5.55 5.38 0.34
H 5.35 4.52 6.63 0.37
H 5.66 5.10 3.08 0.50
H 5.24 3.49 2.43 0.11
H 4.01 4.55 3.02 0.24
H 3.58 3.14 7.76 0.27
H 5.30 2.92 8.07 0.38
H 4.15 1.68 8.43 0.52
H 2.53 2.67 4.50 0.23
C -3.03 -4.87 5.45 -1.70
C -3.08 -6.30 4.66 1.66
C -3.16 -7.37 5.82 -1.08
C -4.53 -7.56 6.39 -1.00
C -5.52 -7.89 5.26 -1.24
C -5.60 -6.82 4.13 1.87
N -4.18 -6.33 3.67 0.15
O -4.22 -5.54 2.54 0.42
C -6.20 -7.62 2.99 -1.88
C -6.54 -5.71 4.49 -1.48
C -1.80 -6.61 3.89 -2.29
H -2.65 -4.07 4.80 0.29
H -4.05 -4.70 5.78 0.30
H -2.34 -5.14 6.25 0.44
H -2.75 -8.33 5.48 0.48
H -2.52 -7.17 6.68 0.48
H -4.59 -8.32 7.17 0.46
H -4.80 -6.62 6.86 0.33
H -6.41 -7.93 5.88 0.37
H -5.35 -8.93 4.98 0.40
H -6.51 -6.97 2.17 0.29
H -7.09 -8.18 3.26 0.43
H -5.39 -8.22 2.58 0.23
H -6.23 -5.38 5.48 0.37
H -7.57 -5.99 4.70 0.51
H -6.34 -4.90 3.79 -0.10
H -1.09 -6.81 4.69 0.56
H -1.89 -7.49 3.25 0.48
H -1.30 -5.78 3.38 0.16
H -3.63 -5.99 1.94 -0.06
C -0.65 4.57 -0.41 0.61
C 0.37 5.73 -0.53 2.38
C 1.15 5.46 -1.81 -1.63
C 0.37 5.64 -3.14 -0.02
C -0.30 7.06 -3.14 -1.70
C -1.00 7.54 -1.79 1.66
N -0.23 7.09 -0.59 -0.18
O -0.81 7.54 0.57 -0.08
C -1.11 9.15 -1.81 -1.48
C -2.40 6.86 -1.78 -1.59
C 1.45 5.88 0.57 -1.50
H -1.45 4.39 -1.12 -0.58
H -1.23 4.62 0.51 -0.47
H -0.37 3.51 -0.40 -0.28
H 2.01 6.13 -1.77 0.57
H 1.40 4.41 -1.63 0.14
H -0.44 4.91 -3.25 -0.30
H 1.09 5.44 -3.93 0.59
H -1.12 7.00 -3.85 0.42
H 0.43 7.76 -3.55 0.48
H -1.40 9.52 -0.83 0.44
H -0.25 9.77 -2.08 0.32
H -1.91 9.35 -2.52 0.38
H -2.62 5.98 -2.39 0.02
H -2.76 6.61 -0.78 0.15
H -3.15 7.56 -2.14 0.45
H 0.96 6.11 1.51 -0.12
H 2.27 6.61 0.55 0.52
H 1.97 4.94 0.72 0.31
H -0.53 8.46 0.55 0.35
C -1.16 -1.28 -5.13 -1.77
C -1.95 -1.41 -6.38 2.51
C -2.02 0.03 -6.99 -1.26
C -0.75 0.38 -7.92 -0.21
C -0.42 -0.75 -8.92 -1.70
C -0.24 -2.10 -8.26 1.99
N -1.42 -2.39 -7.33 -0.02
O -1.24 -3.67 -6.62 -0.33
C -0.38 -3.17 -9.40 -1.85
C 1.12 -2.21 -7.56 -1.51
C -3.42 -1.78 -5.84 -1.77
H -1.68 -0.85 -4.27 0.67
H -0.48 -0.44 -5.13 0.39
H -0.87 -2.21 -4.63 0.02
H -3.02 0.17 -7.39 0.59
H -2.06 0.80 -6.22 -0.29
H 0.06 0.55 -7.22 -0.34
H -0.99 1.24 -8.54 0.59
H 0.37 -0.46 -9.61 0.40
H -1.28 -0.77 -9.59 0.47
H -1.10 -2.88 -10.17 0.40
H 0.55 -3.22 -9.95 0.41
H -0.58 -4.17 -9.02 0.33
H 1.27 -3.20 -7.13 0.41
H 1.90 -1.95 -8.27 0.54
H 1.31 -1.47 -6.78 -0.09
H -3.57 -2.80 -5.49 0.23
H -4.18 -1.52 -6.59 0.54
H -3.80 -1.15 -5.03 0.22
H -2.04 -4.12 -6.91 0.35
C -0.50 -1.08 2.48 -1.28
C -0.92 0.12 1.51 2.79
C -0.05 1.36 2.12 -0.50
C 1.38 1.39 1.61 -0.69
C 1.46 1.38 0.06 -0.21
C 0.70 0.20 -0.62 2.70
N -0.63 -0.01 0.06 0.82
O -1.17 -1.16 -0.42 0.28
C 0.53 0.43 -2.17 -1.20
C 1.52 -1.08 -0.42 -0.53
C -2.39 0.38 1.70 -1.17
H -0.98 -1.12 3.45 0.33
H 0.56 -1.06 2.71 -0.17
H -0.45 -2.11 2.13 -0.15
H -0.45 2.34 1.84 -0.61
H 0.01 1.36 3.20 0.35
H 2.00 0.61 2.04 0.09
H 1.81 2.27 2.09 0.63
H 2.49 1.25 -0.28 0.29
H 1.13 2.35 -0.30 -1.21
H -0.32 1.11 -2.24 0.11
H 1.41 0.94 -2.56 -0.33
H 0.40 -0.40 -2.85 -0.09
H 1.00 -1.98 -0.75 -0.08
H 2.50 -1.13 -0.90 0.09
H 1.48 -1.34 0.64 -0.78
H -2.62 1.01 0.83 -0.08
H -2.70 0.93 2.59 -0.16
H -3.00 -0.52 1.68 0.29
H -1.83 -0.66 -0.90 0.13
```

For the total energy, the calculation gives -155946.556 eV. For the orbital gap, the calculation gives 7.8 eV. The calculation puts the energy above the lowest of the compared OMol25 structures with the same formula, charge and spin at 181.35 kcal/mol.